This record from the Open Molecules 2025 dataset describes one molecule with the formula C5H11N3S. The level of theory is ωB97M-V with the def2-TZVPD basis set.

Geometry as XYZ:
```
20
Properties=species:S:1:pos:R:3:forces:R:3:nbo_charge:R:1
H -0.807042 -1.684214 -1.020165 -0.7446 0.7657 1.0459 0.232
C 1.965812 -1.066938 1.630090 -1.2372 -1.7726 0.5009 -0.435
H -0.122609 1.332100 1.472443 0.6271 0.5927 0.0177 0.362
H -2.071190 1.733155 -1.465581 1.1356 -0.5246 1.6512 0.230
H -2.624510 1.252714 0.135339 1.5346 1.0670 -0.2270 0.233
H 0.578639 0.692158 -2.221909 -0.6961 -0.6649 2.2861 0.443
N 1.290574 -0.039075 0.847236 0.3160 0.4518 -2.0279 -0.296
H -1.256394 2.596113 -0.112070 -0.2817 -1.2862 0.2086 0.235
C -1.644836 1.575089 -0.385845 -3.3269 1.2780 -1.5153 -0.647
S 2.729589 -0.651709 -1.444484 1.7611 -0.7300 -0.1973 -0.217
H 2.544969 -0.752537 2.530593 -1.2293 0.0846 -0.4024 0.212
N 0.468688 0.482072 -1.181117 -1.1288 1.0701 -0.5296 -0.649
C -0.741907 0.412006 -0.277183 2.0069 -0.5698 0.1343 0.258
H -2.111302 -1.244125 0.221118 -0.4406 -0.2661 0.5685 0.227
C -1.500841 -0.901202 -0.579263 1.4718 0.6423 -2.3390 -0.631
H -2.083814 -0.557947 -1.454927 -0.3416 -0.7445 0.3879 0.208
C 1.513607 -0.068991 -0.550207 -0.8285 0.7445 1.1076 0.240
N -0.084972 0.417423 1.068302 0.3511 -2.0268 -0.7167 -0.453
H 2.717267 -1.577083 1.044358 0.2756 0.5447 -0.7832 0.248
H 1.240272 -1.949011 1.743272 0.7754 1.3441 0.8297 0.200
```
Positions in Å, forces in eV/Å.

Calculated values
E_LUMO ... 0.6967 eV
SMILES string ... CN1NC(C)(C)NC1=S
HOMO ... -8.062 eV
Total charge ... 0

This record from the Open Molecules 2025 dataset describes an isolated ion of composition C5H11N3S2 and charge +2. The level of theory is ωB97M-V with the def2-TZVPD basis set.

Geometry as XYZ:
```
21
Properties=species:S:1:pos:R:3:forces:R:3:nbo_charge:R:1
N -1.132466 -0.024795 0.570788 0.1574 -0.3251 -0.1061 -0.525
H 0.617179 2.270030 2.322112 0.2251 0.2556 0.3335 0.449
H -3.273802 1.383023 -0.518556 -0.1407 -0.3546 -0.8828 0.230
S -1.050251 1.569936 1.225162 -1.7000 -1.3666 -1.7279 1.250
N 0.247511 1.407024 1.929061 2.5628 -0.0718 0.7369 -0.775
C -3.548013 0.543985 0.117853 1.7074 -0.1529 -1.0878 -0.650
H -2.766824 -1.308771 0.937424 0.1505 0.5414 -0.4509 0.248
N 1.218714 -0.641821 0.214109 1.2580 0.4107 0.1224 -0.569
H -3.740458 1.062284 1.009325 -0.3490 0.0005 1.9021 0.235
H -2.354541 -1.135244 -0.790852 -0.2072 0.9872 0.7061 0.246
S 3.248676 0.968932 -0.554452 -0.2420 1.6949 0.7944 0.738
H -4.414422 0.026846 -0.193359 -1.2287 -0.0311 -0.5231 0.280
C -0.116598 -0.886536 0.439137 2.0110 0.6642 -1.4923 0.381
H 3.709338 -0.115317 -2.686166 -0.4657 0.4688 0.3215 0.302
H 4.990301 -0.310617 -1.576543 -0.4024 0.1858 0.6579 0.313
H 1.910378 -1.440270 0.048002 -1.9400 0.6380 0.5055 0.460
C 1.875218 0.572143 0.196457 -0.8657 -0.6905 0.3860 -0.031
C 3.888193 -0.260211 -1.611782 0.5831 -1.3459 -1.4861 -0.854
C -2.490069 -0.556149 0.162093 -0.2777 -0.8476 0.6504 -0.220
H -0.275363 -1.912761 0.119526 -0.9634 -0.0238 0.5794 0.261
H 3.457298 -1.211710 -1.359337 0.1272 -0.6372 0.0611 0.230
```
Positions in Å, forces in eV/Å.

Calculated values
E_LUMO (alpha / beta) ... -10.4808 / -10.1952 eV
HOMO (alpha / beta) ... -16.901 / -17.618 eV
Total charge ... +2

This record from the Open Molecules 2025 dataset describes a 2-piece molecular cluster, C5H11N5 overall. The level of theory is ωB97M-V with the def2-TZVPD basis set.

Geometry as XYZ:
```
21
Properties=species:S:1:pos:R:3:forces:R:3:nbo_charge:R:1
H -0.670805 -0.905005 -1.879313 -0.0476 1.7160 -1.9729 0.399
C -0.810076 -1.219600 1.467435 -1.5508 -0.2274 0.8777 -0.683
C -0.813241 -0.558684 0.145829 3.6271 0.3915 -2.1320 0.449
H -1.895511 -1.565451 1.473505 1.0323 0.2461 0.9796 0.228
H -1.981538 1.471898 -2.094746 0.9751 -0.7427 0.8982 0.211
H -2.528779 0.722512 0.084412 0.4521 -0.0353 0.8584 0.223
N 1.991419 0.417793 -0.958305 0.6379 -0.2135 -0.2842 -0.434
H -1.036084 2.582122 -1.173347 0.4428 -0.4773 0.0715 0.227
C 1.450436 0.062606 0.152175 -3.2883 -0.6080 2.4650 0.137
H 2.444372 -0.175879 2.098199 -0.3032 -0.2562 0.9161 0.410
H -0.977603 1.425065 0.742332 0.2317 0.8405 1.7500 0.239
H -0.303119 -2.201382 -1.050525 0.2959 -0.5631 0.7204 0.393
H -0.495811 -0.596944 2.357910 -0.9975 -0.1197 -1.3283 0.248
C -1.165364 1.497030 -1.309035 0.8572 -0.2750 -1.0796 -0.641
N 2.420487 -0.059791 1.121739 0.2758 0.6208 -3.3008 -0.461
N -0.760578 -1.318766 -1.017340 -1.2426 -0.3940 3.4181 -0.780
H -0.187325 -2.086819 1.603208 0.2297 -0.5099 -0.7145 0.237
H -0.193144 0.966299 -1.569227 -1.0029 1.6446 -0.8402 0.247
N 3.600926 0.226417 0.483090 0.5744 -0.1175 1.5022 -0.083
N 3.336162 0.496346 -0.703793 0.5699 0.3021 -1.1527 -0.079
C -1.424818 0.820233 0.025798 -1.7689 -1.2221 -1.6521 -0.488
```
Positions in Å, forces in eV/Å.

Calculated values
E_LUMO ... 0.5745 eV
HOMO ... -8.565 eV
Total charge ... 0

This record from the Open Molecules 2025 dataset describes a 2-piece molecular cluster, C5H11N5O overall. The level of theory is ωB97M-V with the def2-TZVPD basis set.

Geometry as XYZ:
```
22
Properties=species:S:1:pos:R:3:forces:R:3:nbo_charge:R:1
H 1.979026 -1.247132 0.538306 -0.0012 -0.0291 -0.1439 0.347
N -0.097597 -2.580132 -0.872838 0.1357 0.5708 0.1502 -0.810
N -1.157393 0.181476 -2.205964 -0.5137 -1.7964 0.0494 -0.274
H 2.954176 -0.502583 1.639902 -0.2399 -0.1193 -0.0947 0.333
H -1.250165 -4.212555 -2.341913 -0.0261 -0.3451 0.0134 0.332
C 1.684520 1.530155 1.628353 -0.1935 -0.7729 0.1484 0.088
C -1.013055 -2.409919 -1.882713 -0.2857 -0.4108 -0.4281 0.339
C -1.265557 -0.972887 -2.117256 0.6956 1.3979 0.0342 0.229
H 1.586326 3.452168 0.763390 -0.0478 -0.1636 0.1346 0.227
H 0.305871 -3.481241 -0.670932 -0.1906 0.1194 -0.0646 0.403
C -0.444263 2.802857 0.978715 -0.2281 -0.1428 0.2300 -0.065
H -0.737214 1.025236 1.623078 0.1005 -0.5037 -0.0484 0.481
N 1.983577 -0.738898 1.406860 0.3562 0.3870 0.7433 -0.639
C 0.991965 2.848715 1.470587 0.3045 0.4252 0.2238 -0.478
O -1.202132 1.854071 1.735342 -0.1757 1.0354 -0.2615 -0.728
H 2.657385 1.562382 2.131211 0.1799 -0.0090 -0.1954 0.149
H -0.907233 3.809837 1.110536 0.2269 -0.8561 -0.1640 0.188
H -0.429861 2.536547 -0.090075 -0.2483 0.0970 0.1952 0.177
H 0.273602 -1.759162 -0.399633 -0.3376 -0.5009 -0.2145 0.408
N 1.198239 0.405144 1.270862 0.2382 0.7514 -0.6912 -0.297
N -1.585453 -3.295379 -2.610520 0.3889 1.0335 0.5052 -0.630
H 1.073872 3.384930 2.428491 -0.1380 -0.1679 -0.1216 0.221
```
Positions in Å, forces in eV/Å.

Calculated values
E_LUMO ... 0.5529 eV
SMILES string ... [H]/N=C(\N)C#N.N/N=C/CCO
HOMO ... -9.660 eV
Total charge ... 0

This record from the Open Molecules 2025 dataset describes C5H11N6O2 as an isolated structure. The level of theory is ωB97M-V with the def2-TZVPD basis set.

Geometry as XYZ:
```
24
Properties=species:S:1:pos:R:3:forces:R:3:nbo_charge:R:1
H 1.317159 1.339196 0.863773 0.3553 -2.3285 -1.2859 0.455
H -1.010959 -0.118452 1.906529 -0.4653 -0.0034 1.5936 0.444
C -0.999935 0.194590 -1.248008 -0.4015 0.5241 -1.4225 0.548
H -0.643942 -2.814718 0.763773 -0.3652 -0.9134 -0.5826 0.198
N -0.444242 0.336712 -2.412184 0.5811 0.7429 -1.2825 -0.688
N 1.090945 0.353254 0.245835 -1.3562 4.6803 1.8006 -0.701
H 3.141213 2.479821 1.743471 0.5328 0.0256 -0.6387 0.402
H -0.636581 -3.109370 -1.025323 0.1873 -0.8722 -0.6082 0.222
H -3.171361 0.377400 -1.439104 -0.2825 0.2928 -1.6029 0.466
C -0.047683 -2.894427 -0.165045 -0.2400 4.2508 2.5570 -0.415
C -0.244216 -0.197779 0.002530 0.7568 -0.3038 -0.5286 0.359
N -2.277700 0.314549 -1.012031 -0.1007 -0.3570 3.4174 -0.590
N 2.187515 2.657606 1.477889 -1.5131 0.2462 0.8751 -1.063
H 2.055100 3.333412 0.723047 0.6929 -0.1006 0.4089 0.391
C 1.656979 -0.897159 0.247543 -1.4830 -0.2901 -1.0652 0.789
N 0.452158 -1.457248 -0.238501 -1.1062 -1.7021 -0.2634 -0.467
O -3.610224 0.387455 0.926955 0.8131 -0.0908 -0.1111 -0.507
H -0.916175 0.708008 -3.240816 -0.2343 -0.4051 0.6538 0.434
C -2.517275 0.226043 0.474209 -1.0990 0.0799 -0.9330 0.800
N -1.317556 -0.055891 0.977161 2.1696 -0.4830 -0.7328 -0.629
O 2.723719 -1.336763 0.430917 1.6164 -0.6549 0.5823 -0.534
H 1.792885 3.069373 2.337431 -0.0236 -0.1473 -0.6855 0.388
H 0.558768 0.421821 -2.503651 0.1771 -0.4272 0.4612 0.444
H 0.861399 -3.317441 0.163601 0.7882 -1.7631 -0.6067 0.255
```
Positions in Å, forces in eV/Å.

Calculated values
E_LUMO ... -3.8037 eV
HOMO ... -13.209 eV
Total charge ... +1

This record from the Open Molecules 2025 dataset describes a 2-piece molecular cluster, C5H11NO overall. The level of theory is ωB97M-V with the def2-TZVPD basis set.

Geometry as XYZ:
```
18
Properties=species:S:1:pos:R:3:forces:R:3:lowdin_spin:R:1
N -0.144397 -0.046987 -0.862001 1.2054 0.8842 -2.1072 0.068
C 0.364618 -0.687126 0.292120 4.3254 0.4951 0.8860 0.274
O -0.836097 2.917571 -0.950674 0.4721 -1.4682 0.1919 0.013
H -0.965445 -2.271090 0.760267 -0.4505 0.2301 -0.2226 0.038
H 3.069014 0.759174 2.030648 1.7151 0.3074 0.3815 0.015
H -0.521351 -1.369823 2.217653 0.8238 0.1524 -0.0745 0.055
H 0.582870 -0.161448 -1.558758 0.1143 0.4711 -0.3523 0.003
H 1.224062 0.478015 2.271536 1.5801 0.0191 0.1669 0.010
H 2.583852 -0.459219 -0.235430 0.2346 -0.0304 -0.4152 0.024
C 2.198780 0.278402 1.734278 -3.9925 -1.2298 -1.0989 0.101
H -0.430116 1.987889 -0.860354 -0.4528 1.1538 -0.1402 0.005
H -1.694005 2.775366 -0.536103 0.0194 0.1109 -0.0177 0.002
C 1.863486 -0.373229 0.572381 -2.1163 1.6285 0.4139 0.090
H -1.724084 -1.425683 -0.977972 0.9184 0.1511 -1.0409 0.003
H -2.332109 0.048065 -0.994565 1.8923 0.3382 -1.0782 0.004
C -1.369180 -0.456915 -1.450111 -4.5961 -1.8288 0.9315 0.026
H -1.528711 -0.533105 -2.590679 0.8989 0.4395 1.7902 0.004
C -0.341188 -1.459857 1.137764 -2.5918 -1.8242 1.7856 0.265
```
Positions in Å, forces in eV/Å.

Calculated values
E_LUMO (alpha / beta) ... 4.0754 / 3.9467 eV
HOMO (alpha / beta) ... 0.321 / -2.125 eV
Total charge ... -1
2S+1 ... 2

Calculated ΔE to the lowest compared entry with this formula, charge and spin in order - 24.72 95.84 79.72 30.59 6.70 85.73 kcal/mol
Calculated maximum force in order - 0.075 0.054 0.082 0.036 0.101 0.098 hartree/bohr